Entry 1:
# C38H42BCl44NO5

A 15-piece molecular cluster, C38H42BCl44NO5 overall (wB97M-V/def2-TZVPD, the OMol25 dataset).

net charge: 0

CARTESIAN COORDINATES (ANGSTROEM)
N -1.30570 1.97685 4.75686
B -0.63352 1.92044 3.47132
O -0.55996 3.01674 2.64983
C -0.00299 0.52551 3.03197
C -0.74092 -0.20461 2.10077
C -2.02671 0.32375 1.53261
C -3.18919 0.35687 2.51686
C -4.42953 0.93802 1.85228
Cl -4.17676 2.71287 1.59933
C -0.26195 -1.42133 1.66674
C 0.92607 -1.91138 2.15067
C 1.68316 -1.19132 3.06900
C 1.20988 0.04656 3.52008
C 2.01816 0.87005 4.49175
C 3.26776 1.48933 3.82405
C 2.90182 2.64527 2.88221
Cl 2.71362 2.10688 1.19133
C 2.96743 -1.77508 3.52412
O 3.67714 -1.25933 4.36252
C 3.42893 -3.05234 2.89847
C 4.66396 -3.54368 3.26144
C 5.14157 -4.71631 2.73441
O 6.37938 -5.18507 3.11256
C 4.38274 -5.43785 1.81113
C 4.94113 -6.73156 1.29029
C 4.17762 -7.34272 0.11798
C 4.34699 -6.54056 -1.18563
C 4.72656 -7.46524 -2.33300
O 3.72574 -8.43933 -2.56902
C 3.15997 -4.92662 1.44562
C 2.67378 -3.75018 1.97491
C 1.34223 -3.23424 1.60137
O 0.61575 -3.87114 0.86967
H -0.70897 1.68390 5.51888
H -1.65657 2.90148 4.98821
H -0.67850 3.81179 3.18099
H -1.87857 1.29373 1.06734
H -2.32588 -0.33824 0.72068
H -3.00275 0.99750 3.37217
H -3.45761 -0.63736 2.86985
H -4.62360 0.50833 0.87776
H -5.29528 0.86908 2.49430
H -0.82145 -1.98402 0.93817
H 1.42249 1.63197 4.98507
H 2.38557 0.20522 5.26627
H 3.94349 1.85008 4.59205
H 3.73345 0.73707 3.20263
H 3.66171 3.41763 2.86736
H 1.98464 3.11288 3.20840
H 5.25188 -3.00928 3.99046
H 6.27496 -5.77100 3.86803
H 4.92838 -7.46659 2.09928
H 5.98796 -6.61507 1.02149
H 4.51351 -8.36498 -0.03952
H 3.13160 -7.39343 0.40439
H 5.13752 -5.80458 -1.04511
H 3.42801 -6.03307 -1.46647
H 4.85551 -6.89800 -3.24949
H 5.68393 -7.94414 -2.10682
H 3.83789 -9.16363 -1.94806
H 2.56367 -5.47553 0.73731
C -8.14038 -0.53316 1.19935
Cl -7.39185 -1.19429 -0.25398
Cl -7.39825 -1.21373 2.65102
Cl -8.03581 1.22899 1.20698
H -9.18518 -0.81180 1.19899
C 3.76846 -11.00861 2.47074
Cl 4.03498 -10.83503 4.20615
Cl 2.51209 -9.90238 1.92013
Cl 5.27178 -10.75835 1.58067
H 3.43287 -12.01882 2.28016
C -3.48067 6.00397 1.93593
Cl -2.94395 5.77754 3.61045
Cl -4.58398 7.37074 1.81564
Cl -2.09953 6.20116 0.86255
H -4.01477 5.11606 1.63576
C -5.59984 3.99869 5.50910
Cl -6.81984 4.53992 6.66075
Cl -4.21602 3.29110 6.34687
Cl -6.28236 2.84866 4.36082
H -5.25107 4.85986 4.95458
C 9.19714 -2.87956 3.74627
Cl 9.17237 -2.73936 5.50615
Cl 8.17264 -1.65506 3.00090
Cl 10.84914 -2.76972 3.13369
H 8.80154 -3.85059 3.48303
C -5.17528 11.69248 2.62311
Cl -4.04791 11.94928 1.29224
Cl -6.20202 10.29209 2.31168
Cl -4.31228 11.50731 4.14951
H -5.81103 12.56363 2.69924
C -2.53995 1.30568 -2.75792
Cl -2.24345 -0.43429 -2.70583
Cl -3.45084 1.75753 -4.19763
Cl -3.39568 1.84362 -1.31247
H -1.58287 1.80866 -2.78890
C -8.30289 4.97562 -0.13541
Cl -7.57449 4.32159 -1.60091
Cl -7.53424 4.29037 1.29689
Cl -8.19604 6.73738 -0.11593
H -9.34870 4.70050 -0.12254
C -4.20702 6.00491 -4.16360
Cl -3.09131 6.25953 -5.51048
Cl -5.24962 4.62080 -4.48167
Cl -3.31956 5.79418 -2.65511
H -4.82890 6.88463 -4.07031
C -3.67023 7.31748 -8.96220
Cl -2.59061 7.02695 -10.32438
Cl -3.67589 9.02283 -8.51217
Cl -5.31237 6.76359 -9.30626
H -3.30216 6.74580 -8.12233
C -4.20414 5.80673 -14.21177
Cl -3.01552 7.00577 -14.72203
Cl -3.61343 4.16999 -14.51546
Cl -4.60211 6.01245 -12.50637
H -5.10308 5.95409 -14.79434
C 7.61665 1.48956 0.89938
Cl 5.85816 1.38018 0.97198
Cl 8.31394 0.05404 0.15216
Cl 8.11346 2.94971 0.03840
H 7.99392 1.55268 1.91159
C 6.14776 -12.48605 -1.94168
Cl 5.26682 -10.97106 -2.16398
Cl 7.55088 -12.25728 -0.89830
Cl 5.08758 -13.74152 -1.30124
H 6.50062 -12.80471 -2.91273
C -3.00833 2.87056 -10.70422
Cl -4.02298 1.49725 -10.26236
Cl -2.51260 3.77286 -9.27096
Cl -1.60177 2.34195 -11.62603
H -3.59118 3.53342 -11.33145

Mulliken population analysis, charges in e, atoms 1 to 8: -0.209 0.224 -0.607 -0.729 1.067 -0.943 -0.104 -0.765


Entry 2:
# C12H25Cl3N3O

A 2-piece molecular cluster, C12H25Cl3N3O overall (wB97M-V/def2-TZVPD, the OMol25 dataset).

net charge: 0
expectation value of S²: 0.75
2S+1: 2

CARTESIAN COORDINATES (ANGSTROEM)
C -4.69089 -0.34715 0.30485
C -3.74385 -0.37797 -1.02632
N -2.53607 0.50419 -1.01531
C -1.67827 0.42128 0.20959
N -2.15171 1.38412 1.32000
C -1.36443 -1.05659 0.80999
C 0.00320 -1.77763 0.21397
C -0.13531 -2.21758 -1.37981
C 0.13688 -3.21841 1.05272
N 1.27678 -1.01746 0.51773
O 2.17966 -1.30407 -0.45631
C 1.05394 0.47144 0.66997
C 2.42653 1.18893 0.03451
C 1.01763 0.94291 2.24136
C -0.19253 1.04537 -0.24739
H -4.35656 -1.27273 0.97889
H -4.67354 0.66248 0.90501
H -5.82809 -0.50253 -0.02255
H -4.42754 -0.02466 -1.93917
H -3.39691 -1.48718 -1.28918
H -2.01059 0.45503 -1.91428
H -2.91380 1.94497 0.83147
H -1.41916 2.09458 1.53491
H -1.15247 -0.91516 1.97735
H -2.21454 -1.85123 0.74010
H -1.20410 -2.70714 -1.51535
H 0.08037 -1.33848 -2.13057
H 0.63493 -3.11879 -1.51841
H 0.12711 -2.90673 2.19881
H -0.78052 -3.92656 0.89707
H 1.18021 -3.72685 0.85747
H 2.42363 1.21604 -1.13459
H 2.35896 2.32854 0.38537
H 3.41673 0.77507 0.51522
H 1.92870 0.40706 2.77397
H 1.16517 2.12266 2.29102
H 0.01866 0.72156 2.80745
H -0.20910 2.23946 -0.27107
H 0.07877 0.73631 -1.36870
C 5.90378 2.57478 -1.99848
Cl 7.21770 3.28998 -2.94795
Cl 6.27561 2.64851 -0.26756
Cl 4.37100 3.39493 -2.34093
H 5.80400 1.52470 -2.28486

natural (NBO) population analysis, charges in e, atoms 1 to 8: -0.651 -0.223 -0.689 0.302 -0.875 -0.483 0.146 -0.651


Entry 3:
# IO2S

A 2-piece molecular cluster, IO2S overall (wB97M-V/def2-TZVPD, the OMol25 dataset).

net charge: -1

CARTESIAN COORDINATES (ANGSTROEM)
O -1.49159 -1.23882 -0.00259
O -1.66839 1.18770 -0.02567
S -0.81548 0.04331 0.07782
I 3.97546 0.00780 -0.04955

Just the natural (NBO) charges please, in e? Sure, here they are: -0.843 -0.848 1.688 -0.998


The records above yield largest force on an atom values of 0.025; 0.076; 0.029 Eh/bohr, respectively.
The records above yield calculated total energy values of -22177.5283; -2092.0412; -846.4496 Ha, respectively.